DFT (the ωB97M-V functional and the def2-TZVPD basis) results for one molecule with the formula C3H8NO2S in a non-equilibrium geometry.

Structure (ORCA input):
```
! RIJCOSX wB97M-V def2-TZVPD def2/J DEFGRID3
* xyz 0 2
O 1.546 -0.125 1.435
C 1.423 -0.511 0.072
O 2.244 0.097 -0.753
C -0.032 -0.174 -0.495
C -1.073 -0.702 0.490
S -2.739 -0.121 0.047
N -0.140 1.258 -0.742
H 1.499 -1.600 0.075
H -0.109 -0.778 -1.387
H -1.129 -1.781 0.391
H -0.839 -0.473 1.523
H -2.513 1.127 0.424
H 1.987 0.732 1.422
H -0.868 1.442 -1.420
H 0.743 1.609 -1.081
*
```

As for the total energy: -19658.9122 eV. Its energy above the lowest of the compared OMol25 structures with the same formula, charge and spin is 20.4 kcal/mol. For the orbital gap (alpha / beta), the calculation gives 10.15 / 7.04 eV. For the maximum force, the calculation gives 1.058 eV/A. Its expectation value of S² is 0.755.

DFT (the ωB97M-V functional and the def2-TZVPD basis) results for a 2-piece molecular cluster, C3H8NO3 overall in a non-equilibrium geometry.

Structure (ORCA input):
```
! RIJCOSX wB97M-V def2-TZVPD def2/J DEFGRID3
* xyz -1 1
N -2.528 -1.605 0.684
C -1.276 -1.107 0.279
O -1.070 -1.157 -0.992
O -0.490 -0.715 1.165
H -3.123 -2.029 -0.033
H -2.702 -1.883 1.643
H -0.283 0.165 -1.283
C 0.923 1.538 -0.360
O 0.178 1.022 -1.452
C 2.048 0.595 0.113
H 0.147 1.722 0.466
H 1.305 2.477 -0.764
H 2.691 0.959 0.902
H 2.665 0.343 -0.802
H 1.514 -0.324 0.435
*
```

As for the total energy: -10875.3261 eV. Its energy above the lowest of the compared OMol25 structures with the same formula, charge and spin is 10.6 kcal/mol. For the orbital gap, the calculation gives 8.99 eV. For the maximum force, the calculation gives 2.071 eV/A.

DFT (the ωB97M-V functional and the def2-TZVPD basis) results for an isolated ion of composition C3H8NO3 and charge +1 in a non-equilibrium geometry.

Structure (ORCA input):
```
! RIJCOSX wB97M-V def2-TZVPD def2/J DEFGRID3
* xyz 1 1
C 0.831 0.289 -0.585
C -1.213 -0.434 1.723
C -1.059 0.764 0.806
N 2.108 0.379 -0.857
O 0.016 -0.434 -1.330
O 0.631 -1.041 -2.441
O 0.336 0.914 0.411
H -1.053 -1.365 1.187
H -0.506 -0.375 2.547
H -2.216 -0.438 2.139
H -1.279 1.692 1.330
H -1.691 0.688 -0.082
H -0.108 -1.462 -2.916
H 2.487 -0.107 -1.663
H 2.717 0.931 -0.269
*
```

As for the total energy: -10864.0089 eV. Its energy above the lowest of the compared OMol25 structures with the same formula, charge and spin is 66.7 kcal/mol. For the orbital gap, the calculation gives 13.00 eV. As for the structure (SMILES): CCOC(=[NH2+])OO. For the maximum force, the calculation gives 1.264 eV/A.

DFT (the ωB97M-V functional and the def2-TZVPD basis) results for a 2-piece molecular cluster, C3H8NO3 overall in a non-equilibrium geometry.

Structure (ORCA input):
```
! RIJCOSX wB97M-V def2-TZVPD def2/J DEFGRID3
* xyz 1 1
C 1.285 -0.780 0.745
C 1.320 -0.542 -0.826
C -0.865 -0.719 0.017
N -1.457 1.177 0.148
O -0.132 -0.803 1.074
O -0.148 -0.613 -1.116
O -2.035 -1.112 0.104
H 1.680 -1.791 0.796
H 1.904 -0.086 1.256
H 1.690 0.408 -1.080
H 1.845 -1.324 -1.344
H -2.456 1.221 0.258
H -1.224 1.782 -0.670
H -1.124 1.766 0.871
H -2.708 -1.203 -0.675
*
```

As for the total energy: -10865.2553 eV. Its energy above the lowest of the compared OMol25 structures with the same formula, charge and spin is 38.0 kcal/mol. For the orbital gap, the calculation gives 12.54 eV. For the maximum force, the calculation gives 5.746 eV/A.

DFT (the ωB97M-V functional and the def2-TZVPD basis) results for a 3-piece molecular cluster, C3H8NO3P overall in a non-equilibrium geometry.

Structure (ORCA input):
```
! RIJCOSX wB97M-V def2-TZVPD def2/J DEFGRID3
* xyz -2 1
C -0.814 1.979 -0.230
C -1.924 -1.083 -0.447
C -0.520 0.589 0.418
N -0.756 -0.575 -0.411
O -5.174 -1.486 -0.335
O -4.572 1.006 -0.876
O -4.634 0.015 1.560
P -4.721 -0.123 0.074
H -0.133 2.152 -1.045
H -1.758 1.875 -0.623
H -0.894 2.703 0.459
H 9.486 -4.659 0.800
H -1.962 -1.856 -1.334
H -2.905 -0.818 0.142
H 0.641 0.792 0.639
H -1.102 0.400 1.328
*
```

As for the total energy: -20160.4224 eV. For the orbital gap, the calculation gives 3.36 eV. For the maximum force, the calculation gives 4.439 eV/A.

DFT (the ωB97M-V functional and the def2-TZVPD basis) results for a 2-piece molecular cluster, C3H8NO4 overall in a non-equilibrium geometry.

Structure (ORCA input):
```
! RIJCOSX wB97M-V def2-TZVPD def2/J DEFGRID3
* xyz -1 1
C -0.316 0.233 -1.392
C -0.736 1.550 -0.826
O -0.644 2.718 -1.665
N 0.202 -0.765 -0.516
C 1.116 -0.588 0.582
O 1.259 -1.725 1.232
O 1.466 0.553 0.893
H 0.398 0.490 -2.243
H -1.184 -0.293 -1.990
H -1.815 1.474 -0.638
H -0.279 1.739 0.116
H -0.776 2.454 -2.551
H 0.321 -1.668 -1.014
H -0.999 -1.953 2.495
H -1.064 -1.676 1.055
O -1.631 -1.844 1.814
*
```

As for the total energy: -12922.0960 eV. Its energy above the lowest of the compared OMol25 structures with the same formula, charge and spin is 26.0 kcal/mol. For the orbital gap, the calculation gives 7.88 eV. For the maximum force, the calculation gives 3.569 eV/A.

DFT (the ωB97M-V functional and the def2-TZVPD basis) results for an isolated ion of composition C3H8NO5PS and charge -2 in a non-equilibrium geometry.

Structure (ORCA input):
```
! RIJCOSX wB97M-V def2-TZVPD def2/J DEFGRID3
* xyz -2 1
C -0.613 -1.819 -0.400
C -0.625 1.162 1.442
C 0.734 0.220 -1.267
N -0.672 -0.459 -0.897
O 2.204 1.501 0.777
O 3.312 -0.207 -0.769
O 1.689 -0.964 1.100
O -1.996 1.670 -0.906
O -2.749 -0.197 0.538
P 2.143 0.118 0.115
S -1.577 0.584 -0.021
H -1.626 -1.947 -0.049
H -0.510 -2.475 -1.166
H 0.081 -1.944 0.416
H 0.622 1.086 1.250
H -0.873 2.151 1.534
H -1.041 0.584 2.174
H 1.140 -0.260 -2.139
H 0.357 1.194 -1.731
*
```

As for the total energy: -35092.6575 eV. Its energy above the lowest of the compared OMol25 structures with the same formula, charge and spin is 37.7 kcal/mol. For the orbital gap, the calculation gives 6.14 eV. As for the structure (SMILES): CN(CP(=O)([O-])[O-])S(C)(=O)=O. For the maximum force, the calculation gives 4.977 eV/A.

DFT (the ωB97M-V functional and the def2-TZVPD basis) results for a 2-piece molecular cluster, C3H8NOP overall in a non-equilibrium geometry.

Structure (ORCA input):
```
! RIJCOSX wB97M-V def2-TZVPD def2/J DEFGRID3
* xyz 0 1
C 0.556 -0.262 -0.441
C 1.350 0.947 -2.413
C -1.549 -1.303 1.921
N 0.733 0.860 -1.095
O 0.840 -1.407 -0.603
P -0.823 0.387 1.696
H 2.151 1.691 -2.403
H 1.759 -0.028 -2.673
H 0.605 1.236 -3.161
H -0.879 -2.040 1.479
H -2.518 -1.349 1.429
H -1.681 -1.513 2.981
H 0.312 1.699 -0.729
H 0.305 0.117 2.484
*
```

As for the total energy: -16065.3779 eV. Its energy above the lowest of the compared OMol25 structures with the same formula, charge and spin is 38.7 kcal/mol. For the orbital gap, the calculation gives 8.29 eV. For the maximum force, the calculation gives 3.728 eV/A.

DFT (the ωB97M-V functional and the def2-TZVPD basis) results for C3H8NOS as an isolated structure in a non-equilibrium geometry.

Structure (ORCA input):
```
! RIJCOSX wB97M-V def2-TZVPD def2/J DEFGRID3
* xyz -1 1
O -1.343 -1.123 -1.247
C -1.954 -0.235 -0.489
H -2.632 -0.654 0.295
H -2.440 0.618 -1.034
C 1.180 -0.469 0.150
C 0.707 0.448 1.246
S -0.903 1.172 0.975
N 1.141 0.162 -1.207
H 0.512 -1.324 0.135
H 2.199 -0.828 0.376
H 1.436 1.294 1.331
H 0.742 -0.133 2.190
H 1.114 1.166 -1.119
H 0.241 -0.093 -1.602
*
```

As for the total energy: -17613.4149 eV. Its energy above the lowest of the compared OMol25 structures with the same formula, charge and spin is 36.7 kcal/mol. For the orbital gap, the calculation gives 7.28 eV. For the maximum force, the calculation gives 2.852 eV/A.

DFT (the ωB97M-V functional and the def2-TZVPD basis) results for an isolated ion of composition C3H8NOS and charge -1 in a non-equilibrium geometry.

Structure (ORCA input):
```
! RIJCOSX wB97M-V def2-TZVPD def2/J DEFGRID3
* xyz -1 1
C -0.357 -1.518 0.259
O 0.036 -2.410 -0.699
C 0.352 -0.135 0.015
C -0.194 0.995 0.907
S 0.711 2.578 0.590
N 0.299 0.132 -1.443
H -1.427 -1.261 0.243
H -0.073 -1.781 1.340
H 1.448 -0.273 0.185
H -0.110 0.752 1.956
H -1.314 1.196 0.666
H 1.016 2.133 -0.585
H -0.705 0.485 -1.703
H 0.317 -0.893 -1.732
*
```

As for the total energy: -17613.1690 eV. Its energy above the lowest of the compared OMol25 structures with the same formula, charge and spin is 42.4 kcal/mol. For the orbital gap, the calculation gives 6.31 eV. As for the structure (SMILES): N[C@H](C[O-])CS. For the maximum force, the calculation gives 2.424 eV/A.

DFT (the ωB97M-V functional and the def2-TZVPD basis) results for an isolated ion of composition C3H8NOS and charge -1 in a non-equilibrium geometry.

Structure (ORCA input):
```
! RIJCOSX wB97M-V def2-TZVPD def2/J DEFGRID3
* xyz -1 1
C 0.595 0.553 -0.199
C 0.020 0.498 1.201
S 0.223 2.119 2.031
N 0.711 -0.774 -0.724
C -0.574 -1.344 -1.286
O -0.692 -1.163 -2.595
H 1.598 1.001 -0.194
H -0.033 1.175 -0.863
H -1.003 0.133 1.245
H 0.649 -0.204 1.753
H -0.894 2.111 2.767
H 1.348 -0.882 -1.500
H -1.378 -0.816 -0.702
H -0.571 -2.406 -0.937
*
```

As for the total energy: -17613.0319 eV. Its energy above the lowest of the compared OMol25 structures with the same formula, charge and spin is 45.5 kcal/mol. For the orbital gap, the calculation gives 5.54 eV. As for the structure (SMILES): [O-]CNCCS. For the maximum force, the calculation gives 1.312 eV/A.

DFT (the ωB97M-V functional and the def2-TZVPD basis) results for a 2-piece molecular cluster, C3H8NOS overall in a non-equilibrium geometry.

Structure (ORCA input):
```
! RIJCOSX wB97M-V def2-TZVPD def2/J DEFGRID3
* xyz -1 1
C -0.445 1.714 -0.053
C 1.131 -1.509 -0.880
C 0.558 0.883 0.622
N -1.409 -1.144 0.627
O -2.398 -0.328 0.301
S 1.924 -0.015 -0.094
H -1.393 1.266 0.065
H -0.240 1.536 -1.110
H -0.241 2.812 0.141
H 1.704 -2.245 -0.386
H 1.385 -1.674 -1.870
H 0.091 -1.497 -0.591
H 0.641 1.144 1.630
H -1.308 -0.942 1.598
*
```

As for the total energy: -17609.2636 eV. Its energy above the lowest of the compared OMol25 structures with the same formula, charge and spin is 132.4 kcal/mol. For the orbital gap (alpha / beta), the calculation gives 6.43 / 5.39 eV. For the maximum force, the calculation gives 3.384 eV/A.

Number 6 is which compound?
C3H8NO4